Version a
A molecular structure, C41H27F5N6O2SeSnTe, computed with ωB97M-V/def2-TZVPD.

Each line ends with the Löwdin charge.
Atoms and positions in Å:
Sn -0.039 0.698 -0.087  1.128
O -0.494 -0.525 4.390  0.084
C -0.806 0.700 4.868  -0.240
C -1.094 0.786 6.224  0.005
C -1.388 2.003 6.798  -0.040
C -1.404 3.175 6.036  -0.067
C -1.161 3.101 4.691  -0.019
C -0.868 1.866 4.074  -0.084
C -0.738 1.796 2.621  -0.488
O -0.253 0.706 2.081  -0.388
N -1.133 2.840 1.896  0.089
N -1.035 2.598 0.574  -0.200
C -1.627 3.343 -0.280  -0.039
C -1.545 3.017 -1.720  -0.266
C -2.286 3.734 -2.643  0.010
C -2.224 3.383 -3.985  -0.004
C -1.406 2.333 -4.375  -0.020
C -0.692 1.664 -3.404  -0.106
N -0.761 1.990 -2.107  -0.011
H -0.317 -0.460 3.447  0.064
H -1.080 -0.127 6.807  0.130
H -1.611 2.051 7.857  0.120
H -1.623 4.127 6.501  0.113
H -1.186 3.990 4.077  0.113
H -2.208 4.196 0.051  0.152
H -2.903 4.558 -2.305  0.133
H -2.806 3.925 -4.719  0.130
H -1.326 2.035 -5.411  0.124
H -0.034 0.841 -3.666  0.121
F -8.171 -1.036 -1.607  0.199
C -7.003 -0.840 -1.056  -0.108
C -6.579 -1.677 -0.032  -0.134
F -7.359 -2.658 0.377  0.171
C -5.347 -1.470 0.540  -0.251
F -4.957 -2.276 1.503  0.126
C -4.514 -0.421 0.107  -0.482
Se -2.898 -0.099 0.954  1.024
C -4.976 0.403 -0.934  -0.246
F -4.221 1.400 -1.381  0.095
C -6.201 0.203 -1.510  -0.136
F -6.629 0.984 -2.489  0.157
Te 2.286 2.136 1.034  1.589
C 3.375 3.020 -0.535  -0.503
C 3.756 4.345 -0.359  -0.134
C 4.570 4.943 -1.313  -0.055
C 4.985 4.225 -2.424  -0.048
C 4.582 2.905 -2.599  -0.059
C 3.770 2.295 -1.655  -0.135
C 3.744 0.723 1.586  -0.491
C 4.153 -0.292 0.728  -0.151
C 5.218 -1.096 1.103  -0.060
C 5.854 -0.889 2.322  -0.045
C 5.419 0.112 3.179  -0.050
C 4.354 0.927 2.817  -0.127
H 3.436 4.907 0.510  0.099
H 4.879 5.972 -1.179  0.119
H 5.623 4.694 -3.162  0.119
H 4.902 2.348 -3.471  0.116
H 3.450 1.270 -1.800  0.088
H 3.651 -0.464 -0.217  0.089
H 5.554 -1.884 0.439  0.117
H 6.690 -1.515 2.606  0.119
H 5.906 0.267 4.133  0.120
H 4.017 1.709 3.486  0.102
N -1.142 -8.706 -5.295  0.191
C -0.913 -7.883 -4.524  -0.159
C -0.628 -6.829 -3.582  -0.208
C -1.089 -5.539 -3.834  -0.002
C -0.787 -4.511 -2.961  -0.005
C -0.028 -4.766 -1.827  -0.162
C 0.407 -6.053 -1.556  0.006
C 0.112 -7.081 -2.433  0.007
N 0.334 -3.691 -0.938  0.016
C 1.289 -3.743 0.062  -0.002
C 1.356 -2.505 0.607  -0.092
N 0.450 -1.689 -0.044  -0.079
C -0.139 -2.430 -0.967  -0.152
H -1.678 -5.344 -4.720  0.132
H -1.143 -3.514 -3.190  0.107
H 0.968 -6.277 -0.658  0.114
H 0.458 -8.085 -2.224  0.136
H 1.840 -4.636 0.308  0.130
H 1.974 -2.151 1.417  0.118
H -0.913 -2.082 -1.634  0.127

Summary:
Lowest unoccupied orbital energy (spin up / spin down) = -7.86 / -7.95 eV
Frontier orbital gap (spin up / spin down) = 4.9 / 4.8 eV
E_HOMO (spin up / spin down) = -12.78 / -12.78 eV
Charge = +2

---

Version b
A molecular structure, C41H27F5N6O2SeSnTe, computed with ωB97M-V/def2-TZVPD.

Each line ends with the Löwdin charge.
Atoms and positions in Å:
Sn 0.220 -0.970 -0.561  0.889
O -1.962 -4.625 1.181  0.095
C -2.138 -5.254 0.005  -0.236
C -2.799 -6.481 0.053  0.009
C -3.022 -7.194 -1.101  -0.032
C -2.594 -6.711 -2.344  -0.059
C -1.939 -5.510 -2.405  -0.013
C -1.697 -4.751 -1.239  -0.082
C -1.002 -3.491 -1.362  -0.372
O -0.844 -2.746 -0.285  -0.255
N -0.558 -3.116 -2.567  0.111
N 0.047 -1.925 -2.513  -0.178
C 0.555 -1.328 -3.528  -0.023
C 1.174 -0.021 -3.285  -0.256
C 1.748 0.712 -4.310  0.034
C 2.357 1.920 -4.018  0.012
C 2.371 2.379 -2.708  -0.016
C 1.760 1.614 -1.738  -0.120
N 1.178 0.443 -2.018  -0.030
H -1.481 -3.800 1.025  0.074
H -3.121 -6.847 1.018  0.130
H -3.536 -8.145 -1.044  0.121
H -2.775 -7.281 -3.243  0.113
H -1.595 -5.120 -3.351  0.113
H 0.544 -1.770 -4.518  0.157
H 1.731 0.321 -5.318  0.139
H 2.824 2.498 -4.804  0.135
H 2.842 3.314 -2.441  0.131
H 1.738 1.932 -0.702  0.131
F 6.635 2.054 -0.796  0.173
C 5.704 1.143 -0.598  -0.123
C 5.262 0.866 0.689  -0.134
F 5.775 1.517 1.724  0.152
C 4.274 -0.083 0.879  -0.251
F 3.875 -0.315 2.136  0.071
C 3.688 -0.766 -0.181  -0.475
Se 2.390 -2.146 0.110  0.891
C 4.177 -0.492 -1.451  -0.263
F 3.701 -1.157 -2.509  0.095
C 5.160 0.457 -1.674  -0.144
F 5.572 0.716 -2.907  0.149
Te -2.369 -0.015 -1.501  1.609
C -1.947 1.617 -2.753  -0.499
C -2.448 1.536 -4.048  -0.132
C -2.242 2.593 -4.926  -0.051
C -1.549 3.718 -4.507  -0.047
C -1.052 3.793 -3.212  -0.061
C -1.244 2.740 -2.331  -0.147
C -3.476 0.918 0.021  -0.521
C -3.051 2.073 0.667  -0.137
C -3.866 2.644 1.632  -0.057
C -5.084 2.056 1.954  -0.045
C -5.496 0.900 1.311  -0.050
C -4.695 0.325 0.331  -0.138
H -3.006 0.668 -4.375  0.100
H -2.638 2.538 -5.931  0.120
H -1.403 4.546 -5.188  0.120
H -0.521 4.677 -2.885  0.118
H -0.856 2.809 -1.323  0.086
H -2.100 2.532 0.432  0.090
H -3.551 3.550 2.132  0.117
H -5.717 2.508 2.706  0.120
H -6.447 0.447 1.556  0.121
H -5.029 -0.568 -0.181  0.101
N 4.118 2.933 8.565  0.197
C 3.479 2.527 7.703  -0.161
C 2.679 2.024 6.619  -0.203
C 2.988 2.386 5.310  0.007
C 2.215 1.913 4.266  0.000
C 1.149 1.069 4.538  -0.170
C 0.835 0.697 5.835  0.012
C 1.601 1.183 6.880  0.012
N 0.363 0.554 3.451  0.025
C -0.976 0.221 3.480  0.015
C -1.289 -0.253 2.251  -0.085
N -0.144 -0.229 1.476  -0.083
C 0.828 0.264 2.236  -0.122
H 3.823 3.043 5.116  0.134
H 2.436 2.224 3.254  0.117
H 0.023 0.012 6.039  0.123
H 1.374 0.901 7.898  0.136
H -1.585 0.363 4.354  0.142
H -2.229 -0.626 1.888  0.117
H 1.861 0.346 1.958  0.109

Summary:
Lowest unoccupied orbital energy = -6.64 eV
Frontier orbital gap = 6.3 eV
E_HOMO = -12.97 eV
Charge = +2

---

Short version: version a is the least stable of them.